Here is a cluster of 4 separate species, C48H106N11O3P4 in total at a distorted geometry from OMol25. Energies are from ωB97M-V with the def2-TZVPD basis set.

Calculated values
**E**: -111165.90808 eV
**Max |F|**: 8.0 eV/Å
**Molecular weight**: 1009.35 g mol⁻¹
**Charge**: +1

Each line ends with the Mulliken charge.
Geometry (Å):
C  2.75006  7.30748  -0.56682  -1.014
C  1.94690  6.41873  0.07712  -0.298
C  2.20207  4.87478  0.24082  1.519
P  4.01075  4.28768  0.52681  0.619
C  5.18162  5.08806  -0.68506  -1.094
C  4.54186  4.54015  2.30261  -1.136
C  1.13794  4.48422  1.37215  -0.087
C  1.33944  5.21282  2.74673  -1.954
C  1.32397  2.91122  1.25848  1.118
C  -0.10095  2.25920  1.54760  -0.484
C  -0.69841  2.62778  2.95248  -0.501
C  -2.07417  1.84894  3.21291  -0.874
C  -1.73695  0.57256  4.08209  -0.929
C  -1.43246  -0.68216  3.15598  -0.041
C  -0.08217  -1.40278  3.52340  -1.408
C  1.21371  -0.54687  3.25703  1.493
C  2.51880  -1.42420  3.59896  -1.126
C  3.45092  -1.62037  2.33223  0.811
C  3.07574  -3.03472  1.67638  -0.443
C  4.12762  -3.47758  0.57984  -0.921
C  1.34441  2.86527  -0.34317  -1.416
C  0.86886  1.62881  -1.18633  -0.274
C  2.16487  1.15797  -1.97130  0.173
C  3.32920  0.74181  -1.22552  -0.196
C  4.55437  0.34021  -1.93068  -1.245
C  4.54043  0.38225  -3.37764  -0.573
C  3.34745  0.80548  -4.12736  0.730
C  3.38398  0.87486  -5.68224  -1.333
C  2.12076  1.20356  -3.43814  -0.747
N  1.79778  3.95950  -0.88764  0.713
C  1.98753  4.33653  -2.29176  -1.429
N  0.79883  4.02636  -3.10629  -0.096
C  -0.40573  4.67929  -2.54492  -0.598
H  3.37742  6.97857  -1.42373  0.205
H  2.77339  8.39408  -0.30559  0.291
H  1.02930  6.84662  0.56175  0.279
H  6.20448  4.62563  -0.60965  0.403
H  4.83184  4.85395  -1.73139  0.278
H  5.26042  6.20153  -0.61949  0.336
H  4.73868  5.59828  2.60460  0.322
H  3.78021  4.03504  2.94725  0.278
H  5.48938  3.94336  2.43085  0.401
H  0.13687  4.66827  0.88555  0.712
H  2.23929  5.88347  2.70677  0.517
H  0.46853  5.85048  3.04168  0.342
H  1.47452  4.46459  3.57563  0.318
H  2.21093  2.47118  1.77206  0.143
H  -0.09662  1.14487  1.44371  -0.518
H  -0.84096  2.63180  0.77783  0.377
H  0.02828  2.47803  3.79746  0.262
H  -0.96452  3.72348  2.95212  0.262
H  -2.49341  1.59666  2.20220  0.414
H  -2.79013  2.53192  3.74359  0.376
H  -2.57912  0.38238  4.80510  0.393
H  -0.82807  0.74975  4.71751  0.405
H  -2.25406  -1.42848  3.34153  0.280
H  -1.51694  -0.42838  2.06106  0.099
H  0.00355  -2.33374  2.89290  0.391
H  -0.12470  -1.65547  4.61465  0.264
H  1.20970  0.38587  3.87634  0.079
H  1.30687  -0.29470  2.16506  -0.660
H  3.04187  -0.89452  4.43834  0.325
H  2.11950  -2.42763  3.90303  0.460
H  3.23570  -0.85230  1.53728  -0.775
H  4.53208  -1.52582  2.60010  0.339
H  2.04267  -2.93335  1.25204  0.176
H  3.12338  -3.77312  2.52231  0.326
H  5.05639  -3.82385  1.10335  0.179
H  4.32555  -2.69386  -0.19823  0.175
H  3.67461  -4.36214  0.04663  0.346
H  0.05345  1.91574  -1.89466  0.417
H  0.58330  0.77003  -0.53106  0.384
H  3.39041  0.72829  -0.10876  0.543
H  5.47990  0.04318  -1.38236  0.462
H  5.42544  0.12701  -4.00685  0.350
H  2.36757  0.73203  -6.11613  0.342
H  3.69009  1.92877  -5.95016  0.257
H  4.16360  0.18634  -6.08185  0.384
H  1.19356  1.52606  -3.95129  0.351
H  2.22811  5.41929  -2.43511  0.537
H  2.85597  3.74090  -2.69833  0.200
H  0.95955  4.31875  -4.07279  0.335
H  -0.71286  4.10029  -1.63414  0.085
H  -1.26648  4.71251  -3.25279  0.350
H  -0.21744  5.73989  -2.20811  0.253
O  -3.94663  -2.20329  1.13059  -0.738
P  -5.07069  -2.62398  0.18096  0.903
N  -5.69307  -3.85009  1.21749  0.131
C  -6.37474  -5.06060  0.79656  -0.881
C  -6.36030  -3.32680  2.41006  -1.086
N  -3.96376  -3.32866  -0.96067  0.142
C  -3.30041  -4.58355  -0.63215  -1.037
C  -2.95994  -2.37553  -1.43390  -1.205
N  -6.40914  -2.91355  -0.96577  0.070
C  -6.23266  -3.43929  -2.31668  -0.913
C  -7.27193  -1.71698  -1.04094  -1.380
H  -7.42848  -4.88382  0.54620  0.305
H  -6.34457  -5.80159  1.60054  0.342
H  -5.90471  -5.53414  -0.06299  0.237
H  -7.35629  -2.93298  2.16636  0.319
H  -5.78243  -2.51790  2.86114  0.224
H  -6.46757  -4.10014  3.17430  0.382
H  -2.85963  -4.57878  0.37106  0.242
H  -2.50835  -4.80719  -1.35213  0.425
H  -3.99221  -5.42324  -0.70624  0.251
H  -2.15149  -2.23400  -0.70801  0.310
H  -3.42109  -1.40089  -1.62720  0.366
H  -2.52768  -2.71757  -2.37905  0.381
H  -5.63531  -2.77809  -2.95024  0.295
H  -7.21015  -3.56773  -2.79328  0.367
H  -5.78136  -4.42993  -2.30472  0.285
H  -6.76600  -0.89638  -1.55988  0.481
H  -7.52941  -1.37306  -0.03268  0.364
H  -8.21229  -1.93225  -1.55199  0.410
O  -9.20475  0.55720  -4.12348  -0.865
P  -9.73882  1.84591  -3.49378  0.993
N  -11.15002  1.90864  -4.47989  0.091
C  -11.84879  3.11016  -4.89801  -0.916
C  -12.13973  0.88095  -4.15324  -1.090
N  -8.48073  2.80872  -4.21261  0.138
C  -8.50953  3.06774  -5.64622  -1.098
C  -7.14056  2.35064  -3.84403  -1.176
N  -10.31046  3.29024  -2.60760  0.041
C  -9.63663  4.58490  -2.62823  -0.924
C  -10.59289  2.93512  -1.20237  -1.075
H  -12.50628  3.50803  -4.11442  0.315
H  -12.46877  2.89288  -5.77243  0.355
H  -11.17437  3.90834  -5.20177  0.230
H  -12.68746  1.13559  -3.23583  0.344
H  -11.66351  -0.08907  -3.99969  0.288
H  -12.85885  0.75254  -4.96548  0.349
H  -8.67772  2.16047  -6.23646  0.302
H  -7.57312  3.52353  -5.97990  0.403
H  -9.28132  3.79628  -5.89707  0.262
H  -6.82981  1.47604  -4.42456  0.337
H  -7.10708  2.08568  -2.78164  0.359
H  -6.41042  3.15156  -3.99686  0.367
H  -8.62851  4.54088  -2.20615  0.280
H  -10.21354  5.31093  -2.04508  0.392
H  -9.58665  4.99408  -3.63574  0.267
H  -9.66906  2.73990  -0.64751  0.339
H  -11.21097  2.03191  -1.15832  0.342
H  -11.14961  3.72602  -0.69547  0.356
O  7.69875  -5.63533  2.58890  -0.857
P  9.07513  -5.28393  3.16914  0.949
N  9.04294  -3.68005  2.54483  0.162
C  10.18740  -2.89694  2.11744  -0.915
C  8.11601  -2.80167  3.25283  -1.242
N  9.87112  -6.33743  2.03628  0.152
C  9.91585  -5.96969  0.62743  -1.042
C  9.42078  -7.72749  2.14594  -1.162
N  10.68093  -4.94101  3.88538  0.016
C  11.92093  -5.59248  3.47212  -0.930
C  10.59428  -5.00025  5.35859  -1.087
H  10.72453  -2.44276  2.96030  0.321
H  9.85780  -2.08727  1.45908  0.347
H  10.90515  -3.47635  1.54070  0.240
H  8.52972  -2.48719  4.22093  0.345
H  7.16227  -3.29845  3.44224  0.351
H  7.88617  -1.91001  2.66288  0.369
H  8.93833  -5.66388  0.23876  0.266
H  10.28049  -6.80106  0.01816  0.402
H  10.62894  -5.16192  0.45580  0.251
H  8.45906  -7.88903  1.65001  0.330
H  9.31504  -8.01201  3.19794  0.373
H  10.16101  -8.40184  1.70550  0.357
H  11.90785  -6.67127  3.64827  0.296
H  12.76366  -5.17097  4.03138  0.384
H  12.14270  -5.40250  2.42349  0.271
H  10.45966  -6.02872  5.70832  0.347
H  9.74169  -4.40920  5.71055  0.355
H  11.48695  -4.58099  5.82768  0.350

---

Here is the ion C6H16NS2 with charge +1 at a distorted geometry from OMol25. Energies are from ωB97M-V with the def2-TZVPD basis set.

Calculated values
**E**: -29634.23057 eV
**Relative energy (zero: lowest compared OMol25 entry of this formula, charge and spin)**: 0.0 kcal/mol
**SMILES**: CC(C)[NH2+]C(C)(C)SS
**Max |F|**: 4.2 eV/Å
**Molecular weight**: 166.34 g mol⁻¹
**Charge**: +1

Each line ends with the Mulliken charge.
Geometry (Å):
C  -0.08656  -1.63485  1.43904  -1.367
C  -0.69821  -0.87088  0.30088  0.233
C  -1.80624  -1.71217  -0.59680  -1.550
N  0.25371  -0.37183  -0.65869  -0.227
C  0.95180  0.91390  -0.45127  0.781
C  2.35191  0.52425  0.26785  -1.423
C  0.11981  1.96457  0.33093  -1.433
S  1.38856  1.41520  -2.26382  -0.001
S  2.87644  2.64798  -1.82285  -0.179
H  0.08324  -2.66898  1.10150  0.448
H  0.59929  -1.10763  2.04816  0.294
H  -0.83980  -1.91762  2.15402  0.431
H  -1.33021  -0.09084  0.66371  0.122
H  -1.35970  -2.36710  -1.41045  0.353
H  -2.50577  -1.04520  -1.01207  0.505
H  -2.47424  -2.18080  0.07570  0.437
H  -0.13369  -0.21816  -1.63171  0.519
H  1.06581  -1.08138  -0.88117  0.489
H  2.75954  -0.37768  -0.28476  0.460
H  3.13914  1.28252  0.11542  0.405
H  2.27393  0.37194  1.31695  0.342
H  -0.40698  1.32898  1.06874  0.401
H  0.73896  2.72601  0.79456  0.387
H  -0.59061  2.50338  -0.22207  0.371
H  2.09454  3.78328  -1.68735  0.201